# 1
Density functional theory data (wB97M-V/def2-TZVPD) for C5H11AuClHoNSe as an isolated structure at a distorted geometry.

Properties
calculated total energy	-114206.291	eV
LUMO (spin up / spin down)	1.1 / -0.4	eV
Kohn-Sham gap (spin up / spin down)	5.8 / 4.2	eV

ORCA input file:
```
! RIJCOSX wB97M-V def2-TZVPD def2/J DEFGRID3
* xyz -1 7
Au 0.3126 -1.2302 -1.0478
Cl 0.0933 -3.0066 -2.8963
C 2.2809 -0.4870 -0.3911
H 2.1473 -0.3947 0.6768
H 1.9910 0.3446 -1.0363
H 3.1361 -1.1065 -0.8172
Ho -1.2791 1.5396 -1.3160
C -3.4402 0.7286 -1.8398
C -0.9745 1.9871 -3.6524
C -1.5562 3.4863 -0.6268
H -0.4097 2.9099 -3.7261
H -0.3767 1.2339 -4.1868
H -1.8743 2.1233 -4.2698
H -4.1121 1.0123 -1.0117
H -3.9221 1.0763 -2.7736
H -3.4771 -0.3795 -1.8772
H -0.8531 4.3139 -0.9467
H -2.4716 3.7409 -0.0388
Se 0.2710 -3.4012 4.2289
C 0.2063 -2.5517 2.6428
N 0.2593 -2.0689 1.5722
*
```

---

# 2
Density functional theory data (wB97M-V/def2-TZVPD) for C4H4BaLiO5 as an isolated structure at a distorted geometry.

Properties
calculated total energy	-15350.170	eV
relative energy (zero: lowest compared OMol25 entry of this formula, charge and spin)	0.0	kcal per mole
LUMO (spin up / spin down)	-0.4 / -0.5	eV
Kohn-Sham gap (spin up / spin down)	7.3 / 8.0	eV

ORCA input file:
```
! RIJCOSX wB97M-V def2-TZVPD def2/J DEFGRID3
* xyz 0 2
O -1.1849 2.2531 -0.3007
O -0.9527 0.3816 0.8061
C 1.8797 -1.6279 -0.3670
C 3.2681 -1.1180 -0.1362
O 3.2402 0.2828 -0.0048
C -1.7001 1.2381 0.2442
H 1.3931 -2.2538 0.3862
H 1.3559 -1.3599 -1.2909
H 3.9191 -1.4070 -0.9831
H 3.6937 -1.5827 0.7723
O -3.6576 -0.1617 0.3015
O -3.9668 2.0031 -0.0017
C -3.2260 1.0087 0.1805
Ba 1.3890 1.6546 0.2448
Li -5.4507 0.6890 0.1487
*
```

---

# 3
Density functional theory data (wB97M-V/def2-TZVPD) for C31H27BrCl2N6ORuSSi as an isolated structure at a distorted geometry.

Properties
calculated total energy	-159940.974	eV
relative energy (zero: lowest compared OMol25 entry of this formula, charge and spin)	3.3	kcal per mole
LUMO (spin up / spin down)	-8.1 / -8.1	eV
Kohn-Sham gap (spin up / spin down)	4.1 / 3.9	eV

ORCA input file:
```
! RIJCOSX wB97M-V def2-TZVPD def2/J DEFGRID3
* xyz 2 1
Ru -1.0788 2.0420 -0.5581
N -4.7123 2.6133 1.3567
C -4.9818 1.2562 1.2355
C -6.0910 0.5024 1.6016
C -5.9959 -0.8597 1.4147
C -4.8242 -1.4512 0.9139
C -3.7310 -0.6954 0.5495
C -3.8338 0.6894 0.6773
N -2.9145 1.7067 0.4340
C -3.4728 2.8189 0.8861
C -2.6915 4.0411 0.8826
C -2.9040 5.2809 1.3894
S -1.5145 6.2454 1.1529
C -0.7241 4.9538 0.3946
N -1.4464 3.8680 0.3177
H -5.3228 3.3099 1.7506
H -6.9758 0.9554 2.0277
H -6.8298 -1.4914 1.6877
H -4.7752 -2.5288 0.8374
H -2.8068 -1.1634 0.2443
H -3.7749 5.6703 1.8910
H 0.2829 5.0182 0.0098
Br 3.8041 -6.7386 1.3718
C 3.7556 -5.4799 -0.0065
C 3.5366 -5.9042 -1.3189
C 3.5032 -4.9769 -2.3330
C 3.6759 -3.6062 -2.0403
C 3.9145 -3.1934 -0.7102
C 3.9497 -4.1288 0.2955
N 3.5947 -2.7401 -3.0816
N 3.7848 -1.4864 -2.9595
C 2.9433 -0.5444 -2.6860
C 3.4970 0.7931 -2.6143
C 2.7865 1.8487 -2.1750
C 1.4293 1.6590 -1.7616
O 0.7195 2.5913 -1.3349
C 0.8128 0.3418 -1.9047
N -0.5011 0.2992 -1.5904
C -1.1772 -0.8035 -1.8825
C -0.5668 -1.9187 -2.4476
C 0.7895 -1.9081 -2.6939
C 1.5118 -0.7400 -2.4231
H 3.4047 -6.9563 -1.5279
H 3.3505 -5.2730 -3.3622
H 4.0857 -2.1478 -0.4892
H 4.1378 -3.8321 1.3185
H 4.5334 0.8956 -2.9098
H 3.2092 2.8412 -2.1052
H -2.2355 -0.7927 -1.6658
H -1.1661 -2.7889 -2.6757
H 1.2728 -2.7738 -3.1182
Cl -2.7055 2.6857 -2.4797
C -2.1355 3.0104 -4.1643
Cl -0.4024 3.1955 -4.2471
H -2.6253 3.9275 -4.4665
H -2.4475 2.1615 -4.7592
C 2.5809 1.4025 3.9943
Si 1.5537 0.0718 3.1961
C 0.4038 -0.7408 4.4133
C 2.6417 -1.1945 2.3505
C 0.5239 0.8638 1.8687
C -0.1386 1.3636 0.9689
H 3.2322 0.9663 4.7544
H 1.9545 2.1505 4.4828
H 3.2133 1.9127 3.2655
H 0.9781 -1.2546 5.1871
H -0.2422 -1.4764 3.9311
H -0.2313 -0.0020 4.9050
H 3.2878 -1.6911 3.0773
H 3.2798 -0.7119 1.6055
H 2.0413 -1.9586 1.8515
*
```

---

# 4
Density functional theory data (wB97M-V/def2-TZVPD) for a 2-piece molecular cluster, C5H12NO3PS overall at a distorted geometry.

Properties
calculated total energy	-33133.157	eV
relative energy (zero: lowest compared OMol25 entry of this formula, charge and spin)	52.1	kcal per mole
LUMO (spin up / spin down)	-0.2 / -0.2	eV
Kohn-Sham gap (spin up / spin down)	7.9 / 7.9	eV

ORCA input file:
```
! RIJCOSX wB97M-V def2-TZVPD def2/J DEFGRID3
* xyz 0 1
C -1.8468 -0.4834 2.1171
C -0.4566 0.1380 2.3531
C -1.9130 -0.9352 0.6753
C -0.1252 0.9795 1.1707
C 1.6755 -0.4269 -3.2959
N 1.7697 0.3555 0.4151
O -2.2277 1.5336 -0.3289
O -0.5059 0.1384 -1.3585
O 2.2813 -0.2404 -2.0283
P 1.9707 1.0664 -1.0789
S -1.2193 0.5273 -0.1681
H -2.0238 -1.3019 2.8157
H -2.6107 0.2806 2.2757
H -0.4498 0.7205 3.2739
H 0.2831 -0.6589 2.4705
H -1.2583 -1.7742 0.4593
H -2.9190 -1.1245 0.3182
H 0.0838 2.0286 1.2721
H 1.5619 0.5181 -3.8274
H 0.6914 -0.8883 -3.1834
H 2.3388 -1.0860 -3.8607
H 1.5510 -0.6328 0.3139
H 3.3490 1.2662 -0.8006
*
```